No. 1
Here is a cluster of 2 separate species, C10H14BrFN2O3PS in total from OMol25. Energies are from ωB97M-V with the def2-TZVPD basis set.

Last columns: bonded neighbours and bond lengths (Å).
Cartesian coordinates (Å):
1 O 3.207 -1.548 3.004  C2 1.170
2 C 2.128 -1.172 2.755  O1 1.170, Br3 1.916, C4 1.527
3 Br 1.155 -0.025 3.943  C2 1.916
4 C 1.450 -1.526 1.434  C2 1.527, C5 1.485, H14 1.074, H15 1.082
5 C 2.185 -0.731 0.418  C4 1.485, C6 1.416, N13 1.323
6 C 1.871 0.621 0.136  C5 1.416, C7 1.371, H16 1.076
7 C 2.682 1.268 -0.760  C6 1.371, P8 1.844, C10 1.392
8 P 2.344 3.051 -1.087  C7 1.844, S9 1.937, H17 1.403, H18 1.403
9 S 1.631 3.894 0.504  P8 1.937
10 C 3.728 0.579 -1.366  C7 1.392, N11 1.311, H19 1.077
11 N 3.891 -0.669 -0.997  C10 1.311, F12 1.348, N13 1.287
12 F 4.922 -1.343 -1.543  N11 1.348
13 N 3.200 -1.357 -0.156  C5 1.323, N11 1.287
14 H 0.405 -1.276 1.431  C4 1.074
15 H 1.571 -2.585 1.252  C4 1.082
16 H 1.068 1.127 0.644  C6 1.076
17 H 1.498 3.112 -2.205  P8 1.403
18 H 3.606 3.566 -1.417  P8 1.403
19 H 4.407 1.030 -2.069  C10 1.077
20 O -0.579 -0.520 -0.259  C21 1.216
21 C -1.774 -0.336 -0.385  O20 1.216, O22 1.323, C25 1.506
22 O -2.512 -0.307 0.713  C21 1.323, C23 1.442
23 C -3.906 0.061 0.732  O22 1.442, C24 1.513, H26 1.090, H27 1.087
24 C -4.804 -1.117 0.425  C23 1.513, H28 1.090, H29 1.089, H30 1.090
25 C -2.420 -0.229 -1.741  C21 1.506, H31 1.089, H32 1.087, H33 1.086
26 H -4.084 0.908 0.070  C23 1.090
27 H -4.087 0.412 1.745  C23 1.087
28 H -4.636 -1.505 -0.580  C24 1.090
29 H -5.849 -0.825 0.510  C24 1.089
30 H -4.611 -1.930 1.124  C24 1.090
31 H -2.614 -1.234 -2.113  C25 1.089
32 H -1.726 0.267 -2.415  C25 1.087
33 H -3.346 0.340 -1.746  C25 1.086

As for the net charge: +1. As for the spin multiplicity: 1. As for the HOMO-LUMO gap: 7.3 eV. As for the highest occupied orbital energy: -12.394 eV.

---

No. 2
Here is a cluster of 2 separate species, C5H12O in total from OMol25. Energies are from ωB97M-V with the def2-TZVPD basis set.

Last columns: bonded neighbours and bond lengths (Å).
Cartesian coordinates (Å):
1 C -2.582 0.368 -0.401  C2 1.522, H7 1.097, H8 1.094, H9 1.096
2 C -1.075 0.325 -0.611  C1 1.522, C3 1.521, H10 1.098, H11 1.102
3 C -0.315 0.369 0.706  C2 1.521, H12 1.093, H13 1.095, H17 1.107
4 C 1.662 -1.577 0.467  O5 1.289, H14 1.078, H15 1.085
5 O 2.484 -0.592 0.596  C4 1.289, C6 1.312
6 C 2.550 0.454 -0.193  O5 1.312, H16 1.076, H18 1.086
7 H -2.916 -0.508 0.168  C1 1.097
8 H -3.127 0.389 -1.350  C1 1.094
9 H -2.855 1.260 0.174  C1 1.096
10 H -0.753 1.174 -1.229  C2 1.098
11 H -0.808 -0.579 -1.180  C2 1.102
12 H -0.593 1.243 1.300  C3 1.093
13 H -0.524 -0.517 1.316  C3 1.095
14 H 1.608 -2.269 1.291  C4 1.078
15 H 1.068 -1.661 -0.437  C4 1.085
16 H 3.275 1.198 0.088  C6 1.076
17 H 0.755 0.553 0.492  C3 1.107
18 H 2.144 0.368 -1.196  C6 1.086

Its energy relative to the best compared isomer or geometry (same formula, charge and spin) is 100.0 kcal/mol. As for the spin multiplicity: 1. As for the HOMO-LUMO gap (spin up / spin down): 8.2 / 8.4 eV. As for the highest occupied orbital energy (spin up / spin down): -7.429 / -7.526 eV.

---

| no. | DFT total energy (eV) | F_max (Eh/bohr) |
| --- | --- | --- |
| 1 | -112593.927 | 0.0369 |
| 2 | -7422.976 | 0.0183 |